Record 1
114
Properties=species:S:1:pos:R:3:mulliken_charge:R:1 method="wB97M-V/def2-TZVPD" total_charge=+1 lumo_energy_ha=-0.1133 orbital_gap_ha=0.30015 relative_energy_ev=9.778 largest_force_ha_per_bohr=0.2422 e_homo_ev=-11.251
C 4.73 -2.30 -1.44 -0.5903
C 4.35 -1.00 -2.39 -0.5017
C 4.14 0.28 -1.33 -0.1270
C 2.53 0.39 -0.89 -1.0030
C 1.98 1.92 -0.76 0.8456
C 3.01 2.96 0.00 -2.0785
C 3.92 2.48 1.23 0.8678
N 3.98 3.70 2.19 -0.5603
N 5.41 2.32 0.85 -0.6854
N 3.58 1.27 2.01 -0.4146
C 2.03 2.59 -2.30 -1.1656
N 0.79 2.48 -3.11 -0.0015
C -0.07 1.29 -2.82 -0.7241
O -1.24 1.32 -3.76 -0.5052
C -0.50 1.42 -1.24 0.8748
S -1.04 -0.33 -0.80 -0.0622
C -1.78 2.50 -1.30 -0.5590
O -3.07 1.80 -1.39 -0.2262
C -4.03 2.27 -0.38 -0.0659
C -5.19 1.07 -0.27 -0.5108
O -4.59 0.06 0.66 -0.3180
C -4.95 0.35 2.06 0.3157
C -4.90 -1.10 2.88 -0.6827
N 0.52 2.04 -0.32 -0.4282
S 0.22 1.73 1.38 1.0373
C 0.78 3.15 2.54 -0.5422
O -1.33 1.68 1.74 -0.4892
O 0.71 0.34 1.90 -0.4720
H 5.87 -2.23 -1.10 0.2991
H 4.11 -2.18 -0.45 0.2337
H 4.47 -3.33 -1.94 -0.0727
H 5.33 -0.80 -3.05 0.3061
H 3.40 -1.18 -3.06 0.2797
H 4.83 0.01 -0.40 0.0813
H 4.55 1.28 -1.79 0.2621
H 1.97 -0.28 -1.67 0.4284
H 2.49 -0.24 0.13 0.3673
H 2.33 3.88 0.34 0.1121
H 3.78 3.48 -0.76 0.5947
H 4.95 4.09 2.21 0.3548
H 3.78 3.40 3.17 0.2078
H 5.82 1.47 1.29 0.2895
H 5.55 2.38 -0.18 0.2294
H 3.97 0.37 1.59 0.2613
H 3.99 1.25 2.99 0.1221
H 2.92 2.15 -2.95 0.1327
H 2.25 3.76 -2.25 0.4717
H 0.27 3.37 -3.24 0.4187
H 0.45 0.25 -3.09 0.1097
H -1.31 2.22 -4.20 0.2361
H -2.04 -0.33 0.20 0.1727
H -1.62 3.32 -2.16 0.1274
H -1.84 3.17 -0.31 0.3835
H -3.61 2.40 0.70 0.1318
H -4.61 3.24 -0.77 0.2238
H -5.30 0.49 -1.31 0.2710
H -6.22 1.47 0.12 0.2452
H -6.03 0.78 2.19 -0.1268
H -4.20 1.05 2.61 0.0619
H -4.08 -1.08 3.74 0.2104
H -5.93 -1.37 3.37 0.0960
H -4.60 -1.99 2.17 0.2655
H 0.34 3.09 -0.40 0.9770
H 1.71 2.74 3.12 0.0706
H -0.04 3.38 3.38 0.4021
H 0.93 4.16 1.98 0.3225
Br -6.72 -1.08 6.34 -0.1380
C -8.16 0.23 6.15 -0.5806
C -9.13 -0.18 5.06 -0.5838
Br -8.39 0.16 3.29 -0.0639
H -7.69 1.20 5.96 0.3617
H -8.66 0.25 7.12 0.3654
H -10.04 0.42 5.11 0.3457
H -9.40 -1.24 5.10 0.3957
Br 4.74 -5.39 0.27 -0.1439
C 4.22 -6.92 -0.81 -0.4574
C 4.22 -6.58 -2.28 -0.6762
Br 2.65 -5.53 -2.76 -0.1431
H 3.24 -7.25 -0.44 0.4288
H 4.96 -7.69 -0.59 0.2638
H 4.15 -7.48 -2.89 0.2518
H 5.09 -6.00 -2.59 0.4581
Br 1.93 4.42 -7.69 -0.1168
C 1.00 2.80 -7.13 -0.1156
C -0.48 2.88 -7.46 -0.5787
Br -1.43 4.03 -6.20 -0.1378
H 1.19 2.67 -6.06 -0.1152
H 1.48 1.99 -7.68 0.3717
H -0.95 1.89 -7.36 0.3436
H -0.68 3.27 -8.46 0.4219
Br 8.04 -7.87 -1.66 -0.1329
C 7.52 -9.41 -2.75 -0.5897
C 7.52 -9.06 -4.22 -0.5422
Br 5.95 -8.02 -4.70 -0.1034
H 6.54 -9.74 -2.38 0.3528
H 8.26 -10.18 -2.53 0.3517
H 7.45 -9.97 -4.83 0.3379
H 8.39 -8.49 -4.53 0.3745
Br 3.84 1.50 5.65 -0.1216
C 3.67 -0.15 6.67 -0.5554
C 3.04 -1.24 5.85 -0.5742
Br 1.11 -0.98 5.70 -0.1119
H 3.11 0.09 7.58 0.3730
H 4.70 -0.42 6.95 0.3495
H 3.16 -2.21 6.34 0.3564
H 3.43 -1.30 4.83 0.3220
Br -12.87 3.11 2.80 -0.1403
C -12.20 2.89 0.99 -0.5790
C -10.74 2.49 0.99 -0.3839
Br -9.59 4.01 1.38 -0.1310
H -12.39 3.83 0.46 0.3843
H -12.81 2.10 0.55 0.3576
H -10.43 2.15 0.00 0.3291
H -10.50 1.71 1.72 0.1317

---

Record 2
119
Properties=species:S:1:pos:R:3:mulliken_charge:R:1 method="wB97M-V/def2-TZVPD" total_charge=+1 lumo_energy_ha=-0.1609 orbital_gap_ha=0.25061 largest_force_ha_per_bohr=0.0617 e_homo_ev=-11.197
Zn -2.16 2.61 3.97 -0.0052
Cd 2.18 -0.46 -1.64 5.7138
C -1.23 1.03 0.38 -1.2288
C 0.01 0.51 0.01 0.6018
C 1.17 0.26 1.04 0.1551
O 2.16 -0.37 0.63 -1.3475
C 0.92 0.62 2.38 -1.0611
C -0.30 1.12 2.73 1.5307
C -1.41 1.31 1.72 0.0826
O -2.52 1.77 2.17 -0.9263
O -0.54 1.46 3.95 -0.9230
O 0.28 0.38 -1.20 -1.7308
H -2.01 1.15 -0.34 2.0155
H 1.77 0.53 3.05 0.4972
C 4.26 -2.44 -4.64 0.6732
F 3.05 -2.28 -5.18 -0.1951
F 4.27 -3.57 -3.94 -0.2019
F 5.16 -2.53 -5.60 -0.2298
S 4.73 -0.97 -3.59 0.6752
O 6.14 -0.92 -3.61 -0.5129
O 4.06 0.17 -4.16 -0.6272
N 4.05 -1.27 -2.10 -0.9668
S 4.97 -2.19 -1.12 0.4262
O 4.09 -2.85 -0.19 -0.5083
O 5.94 -3.01 -1.75 -0.5400
C 5.90 -0.99 -0.04 0.6397
F 5.06 -0.13 0.54 -0.1883
F 6.53 -1.73 0.86 -0.1945
F 6.81 -0.33 -0.76 -0.2242
C -1.26 3.46 -2.34 -0.0089
C -0.73 4.82 -2.75 -0.7251
O 0.45 4.71 -3.54 -0.5068
H -2.06 3.54 -1.62 0.2537
H -0.43 2.79 -2.08 -0.3299
H -1.60 2.91 -3.23 0.2240
H -0.65 5.40 -1.82 0.2522
H -1.45 5.37 -3.36 0.5192
H 0.40 5.39 -4.21 0.3097
C -0.28 -3.74 3.71 -1.5023
C 0.47 -2.56 3.15 1.3228
O 1.46 -2.97 2.21 -0.5576
H -0.98 -3.44 4.50 0.3385
H 0.38 -4.51 4.09 0.4302
H -0.96 -4.14 2.95 0.3192
H 0.95 -2.01 3.97 0.1416
H -0.25 -1.85 2.73 -0.6447
H 1.81 -2.18 1.80 -0.3357
C -3.36 -0.98 4.13 -0.5582
C -2.79 -0.19 5.30 -0.5896
O -3.15 1.22 5.18 -0.1955
H -2.83 -0.69 3.23 -0.1503
H -4.44 -0.84 4.12 0.4516
H -3.20 -2.04 4.35 0.4220
H -1.73 -0.35 5.47 0.2232
H -3.21 -0.50 6.26 0.4443
H -3.97 1.37 5.66 0.2809
C -3.14 -2.46 0.81 -1.1650
C -3.62 -1.29 -0.03 0.1718
O -2.73 -1.03 -1.11 -0.5021
H -3.17 -3.35 0.18 0.4450
H -3.85 -2.68 1.62 0.4226
H -2.14 -2.33 1.21 -0.0216
H -3.65 -0.44 0.68 -0.1653
H -4.62 -1.50 -0.41 0.5660
H -1.89 -0.83 -0.70 -0.0398
C -4.40 4.54 2.01 -1.0103
C -4.89 3.73 3.21 0.0147
O -3.88 3.74 4.26 -0.1902
H -5.06 4.46 1.15 0.3457
H -3.39 4.23 1.74 0.1021
H -4.34 5.63 2.14 0.3733
H -5.10 2.74 2.80 0.1567
H -5.76 4.24 3.60 0.4110
H -4.01 4.52 4.80 0.2341
C 0.09 -4.24 -2.39 -1.1399
C 1.47 -3.68 -2.02 -0.1602
O 1.40 -2.54 -1.17 0.0570
H -0.18 -3.97 -3.41 0.3288
H -0.64 -3.78 -1.72 0.1118
H 0.00 -5.32 -2.30 0.3285
H 2.05 -3.48 -2.92 -0.1129
H 2.04 -4.46 -1.51 0.5830
H 1.36 -2.84 -0.25 -0.1027
C 2.23 3.53 -0.48 -0.4435
C 3.36 2.70 -1.05 -0.4576
O 2.88 1.66 -1.93 -0.3602
H 1.59 3.94 -1.25 -0.0536
H 2.63 4.37 0.09 0.4876
H 1.63 2.94 0.21 -0.0177
H 3.81 2.15 -0.21 0.0932
H 4.21 3.22 -1.49 0.5336
H 2.85 2.05 -2.82 0.1008
C -0.32 -1.18 -5.37 -1.7388
C -0.03 -0.74 -3.94 0.4235
O 1.36 -0.43 -3.74 -0.2240
H -0.12 -0.39 -6.09 0.4788
H -1.36 -1.53 -5.35 0.4335
H 0.27 -2.06 -5.62 0.3285
H -0.30 -1.50 -3.21 -0.0550
H -0.71 0.09 -3.72 0.0326
H 1.64 0.15 -4.46 0.1223
C -5.38 2.51 -3.27 -1.2890
C -5.00 1.21 -2.59 0.1736
O -3.73 0.80 -3.07 -0.4732
H -6.46 2.69 -3.24 0.4218
H -5.17 2.45 -4.34 0.2977
H -4.95 3.40 -2.81 0.2417
H -5.77 0.46 -2.80 0.2941
H -5.02 1.34 -1.50 0.0785
H -3.33 0.29 -2.35 0.3148
C 5.29 -1.22 4.28 -1.3968
C 4.13 -1.96 3.67 0.7377
O 4.44 -3.29 3.30 -0.6060
H 6.10 -0.97 3.59 0.2838
H 5.71 -1.78 5.12 0.3851
H 4.92 -0.27 4.67 0.3317
H 3.69 -1.35 2.87 -0.3501
H 3.36 -2.09 4.45 0.2531
H 3.72 -3.65 2.77 0.3478

---

Record 3
96
Properties=species:S:1:pos:R:3:mulliken_charge:R:1 method="wB97M-V/def2-TZVPD" total_charge=0 lumo_energy_ha=0.0188 orbital_gap_ha=0.30834 relative_energy_ev=3.819 smiles=CCN(CC)CC.CCN(CC)CC.C1CCOC1.C1CCOC1.C1CCOC1.C1CCOC1 largest_force_ha_per_bohr=0.0757 e_homo_ev=-7.879
C -0.62 -6.03 -0.78 -1.1207
C -1.54 -5.02 -1.61 -0.5393
N -2.65 -5.69 -2.37 0.0235
C -3.67 -6.38 -1.59 -0.2553
C -4.37 -5.61 -0.49 -1.4678
C -2.09 -6.59 -3.35 -0.5819
C -3.01 -7.10 -4.48 -1.3244
H -0.01 -6.68 -1.41 0.3014
H -1.16 -6.71 -0.12 0.3075
H -0.01 -5.53 -0.04 0.4008
H -2.04 -4.33 -0.94 0.3462
H -0.85 -4.49 -2.27 0.3530
H -4.40 -6.59 -2.37 0.3495
H -3.15 -7.24 -1.16 0.3409
H -5.28 -6.06 -0.10 0.3916
H -3.66 -5.47 0.32 0.2898
H -4.64 -4.63 -0.87 0.3375
H -1.58 -7.42 -2.85 0.3799
H -1.27 -6.16 -3.92 0.4137
H -2.33 -7.74 -5.05 0.4057
H -3.34 -6.28 -5.11 0.2707
H -3.89 -7.70 -4.23 0.3785
C 4.18 1.08 3.76 -1.2077
C 3.22 1.35 4.92 -0.5148
N 3.94 1.27 6.16 0.2543
C 4.22 -0.02 6.72 -0.7085
C 3.02 -0.86 7.16 -1.0760
C 3.61 2.30 7.15 -0.5747
C 4.54 2.50 8.34 -1.3406
H 4.98 1.82 3.76 0.2903
H 3.70 0.98 2.79 0.3977
H 4.58 0.08 3.91 0.2705
H 2.80 2.34 4.78 0.3927
H 2.41 0.63 4.79 0.2621
H 4.96 0.07 7.52 0.4000
H 4.70 -0.64 5.97 0.2672
H 2.32 -1.10 6.37 0.2657
H 2.52 -0.35 7.99 0.2740
H 3.43 -1.85 7.35 0.4114
H 3.52 3.22 6.56 0.4095
H 2.53 2.28 7.31 0.4841
H 4.51 1.77 9.15 0.3144
H 5.58 2.47 8.02 0.3399
H 4.31 3.47 8.78 0.3885
C -7.66 -0.50 -5.66 -0.5297
C -7.02 -1.33 -4.55 -0.5679
C -5.55 -1.04 -4.78 -0.2550
O -5.46 -0.10 -5.80 -0.4073
C -6.65 0.51 -6.02 -0.4300
H -8.64 -0.07 -5.42 0.3668
H -7.78 -1.17 -6.51 0.2171
H -7.43 -2.33 -4.61 0.3086
H -7.49 -0.93 -3.65 0.2555
H -5.00 -1.90 -5.16 0.2309
H -5.13 -0.71 -3.83 0.2282
H -6.68 0.61 -7.11 0.2712
H -6.88 1.42 -5.47 0.3105
C -0.77 10.56 3.82 -0.4278
C -0.11 9.44 3.07 -0.6245
C -1.19 8.61 2.37 -0.3823
O -2.46 9.23 2.89 -0.4133
C -2.13 9.99 4.08 -0.4383
H -0.80 11.46 3.21 0.2551
H -0.19 10.83 4.69 0.3012
H 0.39 8.77 3.78 0.2488
H 0.66 9.81 2.39 0.3451
H -1.02 7.55 2.58 0.2686
H -1.20 8.99 1.35 0.2995
H -2.22 9.51 5.06 0.2694
H -2.83 10.83 4.19 0.2988
C -0.06 1.33 -2.95 -0.4656
C -0.09 1.27 -1.43 -0.5480
C 0.02 2.70 -0.93 -0.3499
O -0.17 3.56 -2.03 -0.4003
C -0.71 2.73 -3.12 -0.4520
H -0.54 0.53 -3.51 0.3535
H 0.93 1.41 -3.40 0.2035
H 0.71 0.64 -1.03 0.3150
H -1.05 0.84 -1.14 0.2667
H 1.05 3.01 -0.76 0.2741
H -0.65 2.82 -0.09 0.2528
H -0.43 3.29 -4.02 0.3118
H -1.80 2.66 -3.10 0.2389
C 6.50 -2.42 -3.99 -0.6520
C 6.51 -2.92 -2.51 -0.5589
C 5.11 -3.07 -2.29 -0.3637
O 4.44 -2.40 -3.30 -0.3842
C 5.27 -1.53 -4.12 -0.3543
H 6.46 -3.26 -4.68 0.2780
H 7.42 -1.90 -4.24 0.3677
H 6.87 -2.11 -1.87 0.2295
H 7.06 -3.85 -2.34 0.3233
H 4.95 -2.55 -1.35 0.2507
H 4.97 -4.15 -2.28 0.3039
H 5.35 -0.53 -3.69 0.2883
H 5.06 -1.50 -5.19 0.2708

---

Record 4
106
Properties=species:S:1:pos:R:3:mulliken_charge:R:1 method="wB97M-V/def2-TZVPD" multiplicity=3 total_charge=+1 lumo_energy_ha="-0.0936 / -0.0936" orbital_gap_ha="0.26161 / 0.30483" largest_force_ha_per_bohr=0.0167 e_homo_ev="-9.666 / -10.841"
C -6.69 2.82 1.50 -1.1922
C -5.44 3.05 2.32 -0.2140
O -4.67 1.84 2.35 -0.3602
C -3.27 2.01 2.33 -0.9051
C -2.72 1.91 0.93 -0.1384
O -2.74 0.51 0.54 -0.2517
P -1.99 -0.07 -0.72 0.7090
O -0.44 -0.16 -0.50 -0.3593
C 0.17 -0.90 0.61 -1.2955
C 0.40 0.03 1.79 2.6224
C 1.63 0.92 1.53 -2.0269
C 0.51 -0.72 3.13 0.6373
C 0.54 0.31 4.27 -1.3550
C -0.62 -1.74 3.34 -1.2964
B -2.92 -1.82 -0.92 0.7819
O -3.71 -1.94 -2.00 -0.2966
O -2.74 -2.76 0.02 -0.6228
P -2.09 1.05 -2.62 0.4342
N -1.81 -0.01 -3.66 -0.4938
O -3.48 1.82 -2.67 -0.5004
O -0.96 2.13 -2.31 -0.4407
H -7.46 3.53 1.78 0.3892
H -7.07 1.82 1.69 0.2900
H -6.50 2.93 0.43 0.2469
H -4.83 3.86 1.90 0.3202
H -5.69 3.33 3.35 0.3612
H -2.96 2.97 2.77 0.4621
H -2.84 1.21 2.94 0.2234
H -1.70 2.30 0.87 0.5021
H -3.37 2.46 0.24 0.2404
H -0.45 -1.76 0.84 0.4128
H 1.10 -1.27 0.20 0.3803
H -0.46 0.69 1.88 -1.2062
H 2.52 0.52 2.02 0.3140
H 1.82 1.04 0.47 0.4577
H 1.46 1.92 1.93 0.5021
H 1.48 -1.23 3.13 0.4234
H 1.51 0.81 4.34 0.1482
H -0.22 1.08 4.12 0.2663
H 0.34 -0.16 5.23 0.5145
H -0.99 -1.70 4.36 0.4581
H -0.32 -2.76 3.13 0.3179
H -1.49 -1.51 2.70 -0.0071
H -4.48 -2.49 -1.82 0.3089
H -2.65 -2.49 0.94 0.3475
H -2.47 -0.24 -4.39 0.2639
H -3.55 2.64 -2.16 0.3370
H -0.78 2.75 -3.04 0.3517
C -2.07 -7.86 -4.42 -1.7158
C -1.23 -6.92 -5.30 1.5826
C 0.26 -7.11 -5.04 -1.2989
C 0.70 -6.59 -3.67 -0.5343
C 0.30 -5.13 -3.47 -1.2542
C -1.18 -4.84 -3.76 1.9513
N -1.57 -5.47 -5.07 0.4333
O -1.31 -4.72 -6.08 -0.6174
C -2.07 -5.34 -2.62 -1.5933
C -1.40 -3.34 -3.90 -1.5882
C -1.57 -7.27 -6.75 -1.8241
H -2.01 -8.86 -4.83 0.4706
H -1.71 -7.92 -3.39 0.2901
H -3.11 -7.55 -4.41 0.3530
H 0.82 -6.57 -5.82 0.3884
H 0.51 -8.17 -5.15 0.4002
H 0.29 -7.22 -2.88 0.3161
H 1.79 -6.67 -3.59 0.3953
H 0.50 -4.82 -2.44 0.3368
H 0.91 -4.50 -4.12 0.4391
H -3.13 -5.27 -2.89 0.3809
H -1.90 -4.71 -1.74 0.1809
H -1.87 -6.36 -2.31 0.2285
H -0.72 -2.90 -4.62 0.4880
H -1.22 -2.86 -2.93 -0.0347
H -2.42 -3.12 -4.21 0.4903
H -2.64 -7.15 -6.94 0.4375
H -1.30 -8.31 -6.93 0.4261
H -1.03 -6.64 -7.45 0.3932
C 4.53 5.10 0.57 -1.7851
C 3.46 5.32 1.64 1.6682
C 3.61 6.70 2.29 -1.3215
C 4.84 6.80 3.18 -0.5300
C 4.86 5.69 4.24 -1.1897
C 4.67 4.27 3.67 1.4514
N 3.50 4.28 2.72 0.8822
O 2.37 4.08 3.29 -0.6526
C 5.95 3.78 2.99 -1.6471
C 4.35 3.30 4.80 -1.8475
C 2.11 5.21 0.94 -1.9057
H 4.26 5.67 -0.32 0.4778
H 5.52 5.43 0.87 0.3137
H 4.59 4.04 0.29 0.3342
H 2.72 6.90 2.89 0.3828
H 3.64 7.46 1.50 0.3816
H 5.76 6.77 2.59 0.3037
H 4.84 7.76 3.69 0.3936
H 5.81 5.70 4.78 0.3660
H 4.07 5.88 4.97 0.3925
H 5.77 2.84 2.46 0.3266
H 6.70 3.59 3.77 0.4859
H 6.38 4.49 2.30 0.2808
H 3.51 3.64 5.40 0.3497
H 5.23 3.21 5.44 0.4623
H 4.11 2.31 4.40 0.3814
H 2.01 4.22 0.49 0.3878
H 2.01 5.96 0.16 0.4916
H 1.29 5.34 1.64 0.3815